Record 1
Molecular formula: C9H11F2N2
Method: DFT, the ωB97M-V functional and the def2-TZVPD basis

The geometry in ORCA input format:
```
! RIJCOSX wB97M-V def2-TZVPD def2/J DEFGRID3
* xyz 1 1
C 2.70 -2.69 0.69
C 1.79 -2.52 -0.26
C 0.71 -1.45 -0.23
C -0.23 -1.22 -1.23
N -1.04 -0.20 -1.30
C -0.83 0.75 -0.44
C -1.81 1.97 -0.51
C -2.65 1.91 -1.81
F -1.12 3.08 -0.55
F -2.57 1.86 0.68
N -0.08 0.66 0.63
C -0.13 1.58 1.70
C 0.73 -0.45 0.82
H 3.46 -3.31 0.42
H 2.63 -2.11 1.66
H 1.73 -3.15 -1.10
H -0.51 -1.76 -2.09
H -3.23 2.90 -1.85
H -3.10 0.98 -2.06
H -1.94 2.10 -2.56
H -0.02 2.59 1.32
H -1.19 1.67 2.06
H 0.55 1.34 2.50
H 1.27 -0.46 1.75
*
```

For the total energy, the calculation gives -658.46760 hartree. For the HOMO-LUMO gap, the calculation gives 8.81 eV. As for the structure (SMILES): C=Cc1cnc(C(C)(F)F)[n+](C)c1. As for the energy above the lowest of the compared OMol25 structures with the same formula, charge and spin: 6.75 kcal/mol. The value obtained for the maximum force is 4.321 eV/A.

Results of the natural (NBO) charge analysis, in e, for atoms 1 through 8: number 1, C, carries -0.281; number 2, C, carries -0.226; number 3, C, carries -0.069; number 4, C, carries 0.110; number 5, N, carries -0.370; number 6, C, carries 0.398; number 7, C, carries 0.676; number 8, C, carries -0.668

***

Record 2
Molecular formula: C40H57BaN5P2
Method: DFT, the ωB97M-V functional and the def2-TZVPD basis

The geometry in ORCA input format:
```
! RIJCOSX wB97M-V def2-TZVPD def2/J DEFGRID3
* xyz 0 1
Ba -1.27 0.69 0.99
C -4.19 0.70 4.22
C -4.64 0.36 2.79
N -3.78 -0.63 2.14
C -3.93 -2.00 2.58
C -2.99 -2.93 1.80
N -1.65 -2.37 1.59
C -0.55 -2.94 2.36
C -0.73 -2.76 3.86
C -1.13 -1.38 4.34
N -0.09 -0.36 4.21
C -0.36 0.82 5.04
C -0.80 2.03 4.22
N -2.05 1.78 3.51
C -3.29 1.93 4.29
H -3.68 -0.15 4.68
H -5.08 0.89 4.84
H -4.56 1.25 2.15
H -5.69 0.03 2.80
H -3.97 -0.56 1.14
H -4.96 -2.38 2.45
H -3.72 -2.06 3.65
H -3.43 -3.10 0.81
H -2.94 -3.90 2.30
H -1.42 -2.46 0.61
H 0.37 -2.43 2.04
H -0.41 -4.01 2.15
H 0.19 -3.08 4.36
H -1.51 -3.46 4.21
H -1.44 -1.47 5.40
H -1.99 -1.02 3.79
H 0.81 -0.76 4.48
H 0.54 1.08 5.61
H -1.14 0.59 5.77
H -0.02 2.23 3.48
H -0.85 2.91 4.87
H -2.14 2.42 2.72
H -3.85 2.78 3.88
H -3.05 2.17 5.33
C 2.21 -0.45 -1.97
C 0.71 -0.69 -2.12
P -0.05 -0.66 -3.81
C 1.32 -1.49 -4.70
C 1.52 -2.84 -4.42
C 2.53 -3.56 -5.05
C 3.34 -2.93 -5.98
C 3.14 -1.60 -6.28
C 2.14 -0.88 -5.64
C 0.14 1.08 -4.32
C 0.60 2.11 -3.50
C 0.61 3.42 -3.95
C 0.16 3.73 -5.22
C -0.31 2.71 -6.05
C -0.33 1.41 -5.59
P 2.55 0.05 -0.23
C 2.61 -1.54 0.67
C 2.39 -2.79 0.09
C 2.49 -3.95 0.84
C 2.82 -3.88 2.19
C 3.04 -2.65 2.78
C 2.92 -1.49 2.04
C 4.32 0.48 -0.33
C 4.69 1.81 -0.17
C 6.02 2.18 -0.25
C 7.00 1.22 -0.49
C 6.64 -0.11 -0.64
C 5.31 -0.48 -0.56
H 2.53 0.40 -2.58
H 2.81 -1.30 -2.29
H 0.26 0.10 -1.51
H 0.42 -1.63 -1.65
H 0.87 -3.35 -3.72
H 2.67 -4.61 -4.81
H 4.12 -3.49 -6.48
H 3.77 -1.10 -7.01
H 2.01 0.17 -5.87
H 0.94 1.91 -2.49
H 0.95 4.21 -3.29
H 0.17 4.75 -5.57
H -0.68 2.94 -7.04
H -0.73 0.63 -6.23
H 2.17 -2.86 -0.96
H 2.32 -4.91 0.37
H 2.90 -4.79 2.77
H 3.30 -2.59 3.83
H 3.09 -0.53 2.51
H 3.93 2.56 0.02
H 6.30 3.22 -0.13
H 8.04 1.51 -0.54
H 7.40 -0.86 -0.82
H 5.03 -1.52 -0.67
C -4.76 3.68 -0.44
C -3.44 2.92 -0.67
C -3.62 2.04 -1.93
C -2.36 3.98 -1.01
N -3.05 2.13 0.45
H -5.03 4.34 -1.27
H -4.66 4.28 0.47
H -5.56 2.96 -0.29
H -3.97 2.60 -2.80
H -4.35 1.25 -1.71
H -2.67 1.57 -2.19
H -2.65 4.65 -1.82
H -1.44 3.48 -1.30
H -2.16 4.57 -0.12
*
```

For the total energy, the calculation gives -2540.27986 hartree. For the HOMO-LUMO gap, the calculation gives 4.58 eV. As for the energy above the lowest of the compared OMol25 structures with the same formula, charge and spin: 0.00 kcal/mol. The value obtained for the maximum force is 1.595 eV/A.

Results of the Löwdin charge analysis, in e, for atoms 1 through 8: number 1, Ba, carries 1.382; number 2, C, carries -0.172; number 3, C, carries -0.230; number 4, N, carries -0.146; number 5, C, carries -0.233; number 6, C, carries -0.195; number 7, N, carries -0.133; number 8, C, carries -0.234